{"formula": "C69H184O23", "method": "wB97M-V/def2-TZVPD", "homo_energy_ev": -9.32, "fmax_ha_per_bohr": 0.0588, "e_above_lowest_kcal_mol": 78.6, "e_lumo_ev": 0.43, "elements": ["C", "C", "C", "O", "H", "H", "H", "H", "H", "H", "H", "H", "C", "C", "C", "O", "H", "H", "H", "H", "H", "H", "H", "H", "C", "C", "C", "O", "H", "H", "H", "H", "H", "H", "H", "H", "C", "C", "C", "O", "H", "H", "H", "H", "H", "H", "H", "H", "C", "C", "C", "O", "H", "H", "H", "H", "H", "H", "H", "H", "C", "C", "C", "O", "H", "H", "H", "H", "H", "H", "H", "H", "C", "C", "C", "O", "H", "H", "H", "H", "H", "H", "H", "H", "C", "C", "C", "O", "H", "H", "H", "H", "H", "H", "H", "H", "C", "C", "C", "O", "H", "H", "H", "H", "H", "H", "H", "H", "C", "C", "C", "O", "H", "H", "H", "H", "H", "H", "H", "H", "C", "C", "C", "O", "H", "H", "H", "H", "H", "H", "H", "H", "C", "C", "C", "O", "H", "H", "H", "H", "H", "H", "H", "H", "C", "C", "C", "O", "H", "H", "H", "H", "H", "H", "H", "H", "C", "C", "C", "O", "H", "H", "H", "H", "H", "H", "H", "H", "C", "C", "C", "O", "H", "H", "H", "H", "H", "H", "H", "H", "C", "C", "C", "O", "H", "H", "H", "H", "H", "H", "H", "H", "C", "C", "C", "O", "H", "H", "H", "H", "H", "H", "H", "H", "C", "C", "C", "O", "H", "H", "H", "H", "H", "H", "H", "H", "C", "C", "C", "O", "H", "H", "H", "H", "H", "H", "H", "H", "C", "C", "C", "O", "H", "H", "H", "H", "H", "H", "H", "H", "C", "C", "C", "O", "H", "H", "H", "H", "H", "H", "H", "H", "C", "C", "C", "O", "H", "H", "H", "H", "H", "H", "H", "H", "C", "C", "C", "O", "H", "H", "H", "H", "H", "H", "H", "H"], "positions_angstrom": [[6.016, -0.196, -5.130], [4.635, -0.670, -4.810], [3.651, 0.462, -4.458], [4.130, -1.413, -5.923], [6.635, -1.069, -5.280], [6.478, 0.479, -4.376], [5.874, 0.326, -6.058], [4.645, -1.326, -3.943], [3.645, 1.249, -5.233], [4.015, 0.919, -3.537], [2.715, -0.105, -4.338], [3.711, -0.845, -6.606], [-0.585, -2.035, 8.243], [0.063, -1.783, 6.885], [1.435, -1.132, 6.891], [0.064, -3.043, 6.256], [-0.716, -1.196, 8.923], [-0.099, -2.872, 8.726], [-1.577, -2.477, 8.011], [-0.636, -1.170, 6.306], [2.101, -1.587, 7.584], [1.391, -0.070, 7.232], [1.937, -1.085, 5.903], [0.775, -3.066, 5.599], [5.059, -0.096, 3.115], [5.623, -1.288, 2.437], [4.570, -2.340, 2.278], [6.199, -1.002, 1.137], [5.899, 0.619, 3.321], [4.754, -0.532, 4.075], [4.339, 0.436, 2.501], [6.484, -1.669, 3.029], [4.033, -2.456, 3.211], [4.938, -3.366, 1.969], [3.851, -2.008, 1.519], [5.536, -0.497, 0.630], [1.206, -3.470, -2.250], [2.453, -3.984, -2.987], [3.540, -4.297, -1.975], [2.224, -5.148, -3.735], [1.500, -2.622, -1.652], [0.804, -4.253, -1.625], [0.489, -3.118, -2.979], [2.787, -3.190, -3.709], [4.419, -4.680, -2.495], [3.179, -5.076, -1.275], [3.836, -3.382, -1.448], [2.161, -5.000, -4.662], [-3.298, -3.134, 5.388], [-4.420, -2.737, 6.384], [-4.205, -1.308, 7.005], [-5.689, -2.907, 5.726], [-2.322, -3.194, 5.909], [-3.205, -2.486, 4.481], [-3.517, -4.118, 4.962], [-4.378, -3.435, 7.253], [-4.747, -0.678, 6.246], [-3.154, -1.009, 7.027], [-4.559, -1.198, 8.023], [-5.640, -2.366, 4.927], [-4.405, 3.579, -0.259], [-3.467, 2.448, 0.174], [-3.309, 1.458, -0.909], [-2.173, 2.899, 0.691], [-5.427, 3.176, -0.269], [-4.120, 3.977, -1.261], [-4.363, 4.306, 0.548], [-3.968, 1.980, 1.008], [-2.687, 1.878, -1.753], [-4.282, 1.103, -1.150], [-2.808, 0.594, -0.460], [-2.382, 3.572, 1.382], [6.658, 1.735, -0.628], [5.209, 2.064, -0.533], [4.767, 3.002, -1.584], [4.562, 0.841, -0.508], [7.232, 2.711, -0.535], [6.992, 1.369, -1.631], [6.941, 0.970, 0.140], [5.099, 2.605, 0.432], [3.692, 3.222, -1.489], [4.954, 2.604, -2.572], [5.200, 3.970, -1.524], [3.616, 1.013, -0.612], [-1.668, -2.744, -5.190], [-2.121, -2.184, -3.860], [-2.133, -0.620, -3.814], [-3.395, -2.744, -3.543], [-0.623, -2.688, -5.414], [-2.164, -2.130, -5.967], [-1.991, -3.786, -5.159], [-1.520, -2.525, -3.056], [-2.474, -0.306, -2.824], [-2.923, -0.233, -4.466], [-1.108, -0.319, -4.029], [-3.427, -3.704, -3.376], [-7.058, 0.054, -1.550], [-6.343, -0.646, -2.744], [-6.058, 0.222, -3.928], [-5.119, -1.214, -2.259], [-7.602, -0.537, -0.831], [-7.716, 0.756, -2.078], [-6.314, 0.703, -1.091], [-6.995, -1.458, -3.099], [-5.385, 1.052, -3.688], [-7.034, 0.647, -4.193], [-5.709, -0.274, -4.779], [-4.659, -1.643, -2.974], [0.034, -6.146, 3.843], [1.316, -5.444, 3.612], [1.902, -5.719, 2.250], [1.199, -4.027, 3.714], [0.244, -7.243, 3.590], [-0.742, -5.731, 3.199], [-0.214, -6.084, 4.890], [2.020, -5.721, 4.362], [1.251, -5.505, 1.396], [2.158, -6.775, 2.245], [2.871, -5.226, 2.200], [0.296, -3.830, 3.431], [-5.154, 4.757, 3.305], [-3.799, 5.397, 3.142], [-3.336, 6.250, 4.289], [-2.862, 4.359, 2.849], [-5.245, 3.774, 2.834], [-6.023, 5.360, 2.997], [-5.375, 4.562, 4.347], [-3.782, 6.028, 2.266], [-4.044, 7.107, 4.444], [-2.338, 6.674, 4.096], [-3.353, 5.554, 5.170], [-2.273, 4.164, 3.605], [4.996, 3.676, 4.896], [4.276, 2.567, 5.647], [3.514, 3.106, 6.815], [3.327, 1.903, 4.723], [5.391, 3.296, 3.964], [5.771, 4.139, 5.483], [4.403, 4.534, 4.603], [5.040, 1.843, 6.030], [2.775, 3.798, 6.396], [4.087, 3.750, 7.394], [3.110, 2.391, 7.489], [3.123, 0.994, 5.038], [0.945, 2.407, -3.370], [0.493, 3.128, -2.141], [-0.650, 4.132, -2.363], [0.084, 2.111, -1.134], [0.077, 1.983, -3.928], [1.499, 1.566, -2.969], [1.597, 2.919, -4.077], [1.294, 3.696, -1.696], [-0.240, 5.047, -2.767], [-1.149, 4.291, -1.416], [-1.334, 3.768, -3.138], [-0.675, 2.556, -0.651], [-1.439, -5.602, -1.172], [-1.904, -5.915, -2.546], [-1.993, -7.411, -2.722], [-3.243, -5.371, -2.917], [-0.437, -5.956, -1.004], [-2.095, -6.105, -0.410], [-1.295, -4.554, -1.006], [-1.216, -5.519, -3.260], [-2.578, -7.856, -1.876], [-1.013, -7.849, -2.732], [-2.502, -7.693, -3.663], [-3.949, -5.635, -2.289], [0.742, 0.190, -7.189], [1.346, -0.703, -8.173], [0.710, -0.667, -9.510], [2.802, -0.339, -8.216], [0.999, -0.107, -6.145], [-0.372, 0.147, -7.156], [0.967, 1.219, -7.472], [1.289, -1.749, -7.814], [1.342, -1.377, -10.131], [0.713, 0.290, -10.054], [-0.304, -1.064, -9.550], [3.192, -0.373, -9.078], [-1.615, 3.107, -6.542], [-3.131, 3.278, -6.430], [-3.527, 3.733, -5.064], [-3.613, 4.274, -7.390], [-1.386, 2.769, -7.556], [-1.369, 2.265, -5.854], [-1.120, 4.016, -6.247], [-3.609, 2.271, -6.507], [-3.318, 2.950, -4.373], [-4.610, 3.947, -5.002], [-3.051, 4.677, -4.790], [-4.572, 4.199, -7.454], [-0.779, 1.398, 4.589], [-1.061, 2.513, 5.577], [-0.036, 2.437, 6.769], [-1.016, 3.795, 4.877], [-1.406, 1.509, 3.731], [-1.004, 0.430, 5.029], [0.264, 1.424, 4.353], [-2.067, 2.534, 6.010], [-0.426, 1.525, 7.294], [0.093, 3.316, 7.401], [0.931, 2.174, 6.306], [-0.180, 3.996, 4.521], [-6.550, 0.362, 3.381], [-5.286, -0.260, 2.852], [-4.036, 0.356, 3.466], [-5.465, -1.725, 3.145], [-7.471, 0.056, 2.882], [-6.396, 1.436, 3.225], [-6.631, 0.172, 4.492], [-5.254, -0.219, 1.805], [-4.067, 0.393, 4.522], [-3.853, 1.411, 3.173], [-3.095, -0.183, 3.310], [-5.411, -2.091, 2.260], [-3.016, -3.208, 1.336], [-4.027, -3.062, 0.251], [-5.022, -4.217, 0.255], [-4.735, -1.773, 0.496], [-2.343, -2.384, 1.335], [-2.433, -4.147, 1.216], [-3.396, -3.318, 2.350], [-3.512, -3.046, -0.737], [-5.438, -4.426, 1.224], [-4.672, -5.135, -0.137], [-5.895, -3.943, -0.385], [-5.123, -1.632, -0.423], [1.516, -5.082, -8.085], [2.777, -4.600, -7.430], [3.614, -3.954, -8.495], [2.427, -3.688, -6.407], [0.943, -5.653, -7.315], [1.762, -5.700, -8.980], [0.953, -4.283, -8.548], [3.284, -5.470, -7.069], [4.036, -4.681, -9.173], [4.570, -3.598, -8.028], [3.142, -3.104, -8.985], [3.206, -3.186, -6.190], [0.578, 4.844, 1.539], [1.144, 3.631, 2.239], [2.361, 3.028, 1.539], [1.520, 4.082, 3.640], [0.222, 4.532, 0.545], [1.401, 5.612, 1.449], [-0.289, 5.287, 2.083], [0.427, 2.836, 2.366], [2.083, 2.367, 0.674], [2.797, 2.352, 2.283], [3.089, 3.819, 1.178], [2.165, 3.450, 3.972], [1.303, -0.682, 1.798], [1.313, -0.842, 0.338], [-0.042, -1.237, -0.181], [1.740, 0.397, -0.294], [1.161, -1.677, 2.294], [0.520, -0.019, 2.126], [2.237, -0.338, 2.163], [2.107, -1.615, 0.103], [-0.199, -2.324, -0.101], [-0.197, -0.968, -1.229], [-0.780, -0.610, 0.369], [0.947, 0.847, -0.680], [5.697, 8.202, 2.872], [5.331, 6.905, 2.188], [6.394, 5.812, 2.158], [4.284, 6.402, 3.060], [4.753, 8.744, 2.901], [6.320, 8.842, 2.272], [6.076, 8.010, 3.859], [4.855, 7.113, 1.222], [5.915, 4.865, 2.010], [6.838, 5.712, 3.133], [7.143, 5.892, 1.347], [3.976, 5.580, 2.686]], "atomic_forces_ev_per_a": [[0.233, 0.327, 0.419], [-0.922, 0.743, 0.183], [0.880, -0.858, -0.178], [-0.127, -0.396, -0.014], [0.427, -0.046, -0.149], [-0.416, -0.481, -0.377], [0.550, 0.459, -0.575], [-0.013, -0.401, -0.038], [-0.359, -0.440, 0.107], [-0.475, -0.073, 0.121], [-0.115, 0.965, 0.103], [0.307, -0.108, 0.331], [-0.824, -0.764, -0.470], [-0.491, 0.474, 0.014], [-0.053, 1.548, -0.159], [0.649, -0.584, -0.255], [0.176, 0.141, -0.184], [0.586, 0.039, 0.359], [0.308, 0.538, 0.208], [0.110, 0.390, 0.054], [0.605, -0.792, 0.536], [-0.296, -0.624, -0.238], [-0.465, -0.314, 0.245], [-0.191, -0.223, -0.126], [1.720, 0.804, 0.754], [1.576, -0.871, -1.504], [-0.271, -1.526, -0.439], [-0.314, 0.206, 0.599], [-0.750, -0.415, -0.081], [-0.662, 0.852, -0.054], [-0.511, -0.159, 0.311], [-0.519, 0.130, -0.271], [-0.283, -0.205, 0.221], [-0.141, 1.263, 0.262], [0.038, -0.086, 0.091], [0.096, -0.163, 0.033], [0.906, -0.131, -0.995], [0.276, 1.094, -0.303], [0.123, 0.013, -0.052], [-0.458, -1.350, 1.206], [0.046, 0.170, 0.244], [-0.184, -0.151, 0.168], [-0.442, -0.085, -0.091], [-0.090, -0.395, 0.734], [0.035, -0.070, 0.068], [0.218, 0.469, -0.215], [-0.103, -0.275, 0.150], [-0.081, 0.807, -1.163], [0.279, 0.174, 0.060], [0.687, -0.337, 0.218], [-0.552, -0.276, -2.033], [0.660, 0.355, 1.187], [-0.399, 0.089, -0.393], [-0.192, 0.021, 0.954], [-0.064, -0.074, 0.290], [-0.282, 0.083, -0.815], [0.473, 0.064, 1.230], [0.027, -0.148, -0.242], [-0.556, 0.002, -0.061], [-0.125, -0.065, -0.419], [0.621, -0.162, 0.044], [0.069, 1.158, 0.729], [1.967, -0.327, 0.096], [-0.851, 0.053, -0.968], [0.183, 0.149, -0.259], [-0.267, 0.000, 0.796], [-0.140, 0.567, -0.339], [-0.193, -0.412, 0.439], [-0.917, -0.566, 0.609], [-0.648, -0.178, -0.880], [0.266, -0.088, -0.450], [0.201, -0.351, -0.129], [2.270, 0.710, -0.392], [1.380, 0.679, 1.412], [-1.688, 0.029, -0.907], [-1.104, -0.532, -0.320], [-0.363, -1.200, 0.371], [-0.646, -0.045, 0.616], [0.010, 0.926, -0.611], [-0.234, -0.348, -0.039], [0.030, -0.329, -0.120], [0.016, -0.084, -0.339], [0.869, 0.754, 0.239], [-0.490, -0.618, 0.218], [-0.934, 0.469, -0.142], [-0.334, 0.435, 0.026], [-0.968, -1.773, 0.599], [-1.194, 1.313, -0.448], [0.851, 0.032, 0.240], [-0.084, -0.768, 0.062], [0.096, 0.038, -0.688], [1.277, -0.192, 0.713], [0.489, 0.050, 0.080], [0.517, 0.057, -0.504], [-0.240, 0.469, -0.125], [0.732, 0.005, -0.063], [0.793, 1.143, -2.193], [0.099, -1.382, 1.090], [-1.370, 1.996, 1.172], [-1.186, 0.720, 1.096], [0.092, -0.402, 0.000], [-0.432, -0.137, 0.571], [0.000, -0.107, 0.463], [0.018, -0.023, 0.114], [-0.013, -0.092, 0.067], [0.181, 0.232, -0.290], [0.721, -1.120, -1.148], [0.775, -0.838, -0.580], [0.306, -1.877, -0.176], [0.359, 0.958, -1.331], [0.825, -0.966, 0.342], [-0.677, 0.624, 0.473], [-0.735, 1.392, 0.300], [-0.215, -0.216, 0.034], [-0.532, 0.053, 0.278], [0.691, -0.319, 0.609], [0.061, 0.215, 0.237], [-0.084, -0.383, -0.387], [-0.148, 0.402, -0.420], [0.122, 0.297, 0.060], [-1.311, -0.076, 0.548], [0.302, -0.120, -0.958], [-0.639, -0.053, 0.973], [0.345, -0.115, 0.166], [0.282, 0.275, -0.321], [0.488, 0.084, -0.258], [0.202, -0.117, 0.547], [-0.210, 0.203, -0.585], [0.544, -0.840, 0.020], [-0.297, -0.340, 0.220], [0.321, 1.049, -0.332], [0.040, 0.051, 0.157], [-0.417, -0.130, -0.501], [0.227, -0.796, -0.052], [-0.940, 0.736, -1.253], [0.638, -0.179, 0.752], [0.435, -0.243, -0.156], [0.561, -0.254, 0.360], [-0.759, -0.060, 0.155], [-0.564, 0.209, -0.642], [-0.462, -0.421, 0.230], [1.595, 1.067, 1.139], [-0.666, -0.813, 0.256], [0.304, 1.000, -0.181], [-0.453, -1.231, -0.231], [-1.019, 0.292, 0.627], [0.428, -0.955, -0.546], [-1.524, 2.278, -0.853], [0.518, 0.345, 0.375], [0.328, -0.368, -0.313], [-0.121, 0.405, 0.232], [0.630, 0.032, 0.235], [0.124, 0.440, 0.147], [-0.338, 0.396, 0.036], [-0.182, -0.120, 0.378], [0.948, -1.069, -0.093], [-0.637, -0.165, 1.255], [-1.748, -0.989, -0.420], [-1.063, -0.648, -0.010], [0.587, 0.023, 0.760], [0.461, -0.747, -0.171], [0.498, 0.756, -0.524], [-0.637, 0.795, 0.270], [0.247, 0.567, -0.701], [0.461, 0.270, -0.632], [0.523, -0.296, 0.106], [0.274, 0.265, 0.420], [0.921, -0.008, -0.310], [-1.668, 0.721, 1.810], [1.431, -1.101, 0.019], [1.093, -0.867, -2.391], [-1.501, -0.101, 1.089], [0.384, 0.704, -0.678], [0.604, -0.282, -0.447], [0.248, 0.112, 0.540], [0.237, 0.391, -0.093], [-0.844, 0.700, 0.250], [0.089, -0.043, 0.523], [0.002, -0.004, 0.373], [-0.076, -0.239, -0.838], [-1.218, -1.210, -0.025], [-0.514, 0.298, -0.166], [-0.917, 1.109, 0.181], [0.616, -1.183, 0.207], [0.298, 0.330, 0.126], [0.147, 0.685, -0.351], [0.406, 0.260, -0.074], [0.156, 0.615, -0.849], [0.305, -0.497, 0.935], [0.291, -0.278, -0.131], [0.272, -0.158, 0.091], [0.123, -0.027, 0.100], [-0.784, -0.074, 1.184], [0.936, 1.743, 0.495], [-0.756, -1.474, -1.426], [-2.516, -0.755, 1.202], [-0.231, 0.111, -0.781], [0.023, -0.160, 0.077], [0.702, 0.003, -0.477], [0.032, -0.403, -0.299], [0.711, 0.894, 0.205], [-0.441, -0.107, -0.068], [-0.204, 0.173, 0.432], [2.426, 0.126, -0.725], [0.360, 0.982, 1.076], [-0.769, -1.736, 1.768], [0.725, 0.171, -0.506], [0.801, 1.726, 0.074], [0.241, -0.176, -0.007], [-0.501, 0.160, 0.234], [-0.015, 0.195, -1.140], [0.149, 0.397, -1.369], [-0.536, -0.008, 1.375], [-0.338, -0.553, -0.242], [-0.291, -0.172, -0.657], [0.067, -0.416, -0.307], [0.847, -1.390, 0.550], [-0.560, 0.295, 0.207], [-1.570, 1.465, -0.771], [0.249, -1.859, -2.372], [0.662, 0.688, -0.010], [-0.153, 0.510, -0.307], [-0.613, 0.285, -0.040], [-0.365, 0.361, 0.498], [-0.027, 0.062, 0.675], [0.876, -0.968, -0.395], [0.518, -0.110, 0.307], [0.471, 0.371, 1.180], [-0.437, -1.283, -0.074], [-0.808, 0.633, -1.478], [2.428, 0.644, 0.970], [-0.596, -0.753, 0.076], [-0.056, 0.381, -0.964], [-0.068, -0.137, 0.928], [-0.389, 0.505, 0.454], [0.605, -0.555, 0.682], [-0.512, -0.307, -0.634], [-0.770, 0.263, -0.160], [-0.130, -0.168, -0.094], [0.679, 0.852, 0.371], [0.115, 0.554, 0.122], [1.000, 0.680, 1.096], [0.124, 0.145, -0.473], [-0.547, -0.127, -1.781], [0.172, 0.249, 0.200], [-0.947, -0.671, -0.008], [0.650, -0.306, -0.309], [-0.566, -0.181, -0.025], [0.034, 0.815, 0.764], [0.506, 0.123, -0.279], [-0.662, -0.841, 0.578], [0.144, -0.395, 0.157], [-0.509, -1.365, 1.529], [1.511, -0.004, -1.667], [-0.764, 0.247, -0.084], [-0.327, -0.897, 0.084], [-0.085, 0.638, -0.343], [-0.388, 0.381, 0.145], [0.968, 0.543, 0.291], [-0.805, 0.710, -0.085], [-0.296, 0.468, 0.317], [0.291, -0.115, -0.096], [0.091, -0.787, -0.172], [0.634, -0.040, 0.370], [-0.802, 0.132, -1.048], [-0.553, -0.593, 0.909], [0.213, 0.470, -0.937], [0.097, 0.426, -0.142], [-0.044, 0.116, 0.537], [0.787, 0.011, -0.117], [0.249, 0.107, 0.400], [0.438, -0.110, -0.151], [-0.468, -0.666, -0.364], [0.517, 0.268, 0.355], [-0.182, 0.271, 0.560], [-0.344, -0.428, -0.079]]}